Entry from the OMol25 dataset: the ion C11H14NO3 with charge -1 at a distorted geometry (ωB97M-V/def2-TZVPD).

Each line ends with the Löwdin charge.
Geometry (Å):
C 0.370 -1.033 -2.839  0.125
C 0.289 -0.760 -1.673  -0.096
C 1.692 2.004 -0.223  -0.353
C 2.147 -1.618 0.439  -0.819
C 0.339 1.630 -0.786  0.033
C 2.143 0.881 0.660  -0.095
C 0.208 -0.079 -0.401  -0.326
C -1.237 -1.780 0.757  -0.013
C -2.382 0.068 -0.531  -0.052
C -1.223 0.690 1.479  -0.042
C -1.151 -0.305 0.328  -0.484
N 1.353 -0.363 0.445  0.015
O 1.706 -2.513 -0.223  0.012
O 2.273 3.094 -0.400  0.022
O 3.082 -1.618 1.204  -0.016
H 0.682 -1.145 -3.833  0.009
H -0.487 2.139 -0.409  0.060
H 0.417 1.813 -1.939  0.153
H 3.280 0.762 0.528  0.154
H 2.250 1.207 1.664  0.108
H -1.894 -2.005 1.565  0.070
H -0.378 -2.033 1.232  0.046
H -1.610 -2.299 -0.091  0.081
H -3.304 -0.126 -0.073  0.055
H -2.393 1.182 -0.743  0.092
H -2.378 -0.500 -1.492  0.087
H -1.847 0.340 2.247  0.074
H -1.638 1.566 1.174  0.039
H -0.311 0.803 1.936  0.062

Cartesian forces, eV/Å:
C 0.17 0.26 0.53
C -0.12 0.06 -1.06
C -0.11 1.80 0.58
C -0.99 1.24 0.67
C 2.02 -3.08 -2.73
C 2.41 -1.08 -1.00
C -0.09 2.20 -0.49
C -1.95 2.12 -0.48
C 1.74 0.73 -2.10
C -0.08 -2.67 -0.12
C -1.04 0.46 0.32
N 0.84 2.49 0.38
O -1.68 -2.33 -2.31
O -1.17 -2.49 0.29
O 2.39 0.83 1.66
H -0.10 -0.41 -0.66
H -1.09 1.09 0.75
H -0.43 -0.57 2.03
H -1.46 -0.46 -0.51
H -0.81 0.51 1.39
H -1.49 0.54 0.58
H 3.18 -1.38 0.24
H 0.54 -1.20 -0.69
H -1.25 -0.51 1.12
H 0.11 -1.26 -0.09
H 0.02 0.52 0.48
H -1.17 -0.77 1.07
H -0.83 2.77 -0.83
H 2.42 0.58 0.99

Results
**Total charge**: -1
**SMILES**: C#C[C@]1(C(C)(C)C)CC(=O)CN1C(=O)[O-]
**F_max**: 4.58 eV Å⁻¹
**Orbital gap**: 7.663 eV
**Energy above the lowest of the compared OMol25 structures with the same formula, charge and spin**: 1.105 eV
**Calculated total energy**: -707.97506 hartree
**Lowest unoccupied orbital energy**: 3.1423 eV


Entry from the OMol25 dataset: a structure of composition Br2Ti at a distorted geometry (ωB97M-V/def2-TZVPD).

Each line ends with the Mulliken spin population.
Geometry (Å):
Ti 0.952 0.384 0.107  3.040
Br -1.158 1.619 -1.605  -0.016
Br 0.206 -2.002 1.498  -0.024

Cartesian forces, eV/Å:
Ti -1.47 -0.61 -0.15
Br 0.99 -0.38 0.66
Br 0.49 0.99 -0.51

Results
**Total charge**: -1
**⟨S²⟩**: 3.752
**Multiplicity**: 4
**F_max**: 1.60 eV Å⁻¹
**Orbital gap (spin up / spin down)**: 6.402 / 8.804 eV
**Energy above the lowest of the compared OMol25 structures with the same formula, charge and spin**: 0.438 eV
**Calculated total energy**: -5997.56325 hartree
**Lowest unoccupied orbital energy (spin up / spin down)**: 3.4377 / 3.3336 eV


Entry from the OMol25 dataset: a cluster of 5 separate species, C28H43N2O12PS in total at a distorted geometry (ωB97M-V/def2-TZVPD).

Each line ends with the Löwdin charge.
Geometry (Å):
N 3.193 5.374 3.059  -0.314
P 1.891 4.814 2.215  0.752
N 1.957 3.076 1.875  -0.263
C 0.705 2.522 1.244  -0.182
C -0.589 3.406 0.710  -0.037
C -1.911 2.672 0.033  -0.063
C -2.069 1.033 -0.131  -0.046
C -0.769 0.135 0.395  -0.060
C 0.548 0.869 1.041  -0.378
S 2.079 -0.127 1.607  0.779
C 3.504 0.989 0.992  -0.374
C 4.852 0.356 0.307  -0.063
C 5.996 1.405 -0.231  -0.073
C 5.817 3.035 -0.110  -0.052
C 4.427 3.606 0.625  -0.028
C 3.227 2.626 1.201  -0.179
H 3.847 4.549 3.202  -0.007
H 1.711 5.504 0.948  0.023
H 0.748 5.024 3.110  0.014
H -0.589 4.574 0.764  0.061
H -2.785 3.353 -0.346  0.079
H -2.987 0.483 -0.606  0.082
H -0.741 -1.056 0.325  0.098
H 4.973 -0.825 0.188  0.102
H 6.965 0.912 -0.723  0.093
H 6.618 3.822 -0.513  0.096
H 4.356 4.769 0.721  0.065
C 9.296 -3.168 -2.692  -0.071
C 8.661 -2.928 -4.050  -0.220
O 7.384 -3.570 -4.144  0.024
C 6.365 -2.949 -3.497  -0.549
O 6.444 -1.910 -2.862  0.096
O 5.247 -3.701 -3.653  -0.006
C 4.121 -3.214 -2.927  -0.051
H 9.345 -4.238 -2.472  0.082
H 10.305 -2.748 -2.655  0.080
H 8.706 -2.708 -1.890  0.073
H 9.296 -3.371 -4.826  0.124
H 8.575 -1.859 -4.276  0.125
H 3.920 -2.164 -3.161  0.098
H 4.286 -3.346 -1.853  0.096
H 3.247 -3.804 -3.218  0.094
C -7.718 -3.727 -1.702  -0.066
C -6.340 -3.675 -1.067  -0.215
O -5.860 -2.328 -0.984  0.020
C -6.404 -1.569 0.001  -0.550
O -7.243 -1.933 0.808  0.110
O -5.873 -0.324 -0.085  -0.023
C -6.443 0.608 0.831  -0.051
H -7.716 -3.221 -2.672  0.083
H -8.044 -4.762 -1.840  0.074
H -8.463 -3.216 -1.081  0.075
H -5.633 -4.225 -1.698  0.122
H -6.329 -4.152 -0.080  0.126
H -6.397 0.235 1.859  0.099
H -7.476 0.826 0.545  0.100
H -5.866 1.535 0.776  0.090
C -2.780 -8.162 -3.440  -0.071
C -3.415 -7.922 -4.798  -0.219
O -4.692 -8.564 -4.892  0.024
C -5.711 -7.944 -4.244  -0.548
O -5.632 -6.904 -3.610  0.098
O -6.829 -8.695 -4.401  -0.005
C -7.955 -8.208 -3.675  -0.052
H -2.731 -9.233 -3.220  0.083
H -1.771 -7.742 -3.403  0.080
H -3.369 -7.702 -2.638  0.074
H -2.780 -8.366 -5.574  0.124
H -3.501 -6.853 -5.024  0.125
H -8.156 -7.158 -3.909  0.093
H -7.790 -8.340 -2.601  0.099
H -8.828 -8.798 -3.966  0.095
C 0.240 6.888 4.861  -0.092
C 1.618 6.940 5.496  -0.227
O 2.099 8.287 5.579  0.027
C 1.555 9.046 6.564  -0.550
O 0.715 8.682 7.371  0.103
O 2.086 10.291 6.478  -0.009
C 1.515 11.223 7.394  -0.056
H 0.243 7.395 3.891  0.079
H -0.085 5.853 4.723  0.054
H -0.504 7.399 5.482  0.076
H 2.326 6.390 4.865  0.067
H 1.629 6.463 6.484  0.128
H 1.562 10.850 8.422  0.096
H 0.482 11.441 7.108  0.098
H 2.093 12.150 7.339  0.093

Cartesian forces, eV/Å:
N -1.32 -2.45 -1.69
P 2.84 0.35 2.51
N -0.73 -0.20 -2.51
C -4.17 -2.27 -2.18
C 0.11 -3.84 -0.47
C 2.43 -2.56 1.14
C 4.54 2.09 2.12
C 0.40 3.69 0.31
C -1.97 2.30 -0.95
S -0.16 2.33 -1.40
C 1.62 2.27 -0.95
C -0.86 4.44 0.32
C -2.60 1.15 1.35
C -3.36 -3.16 1.74
C 0.50 -3.06 -0.59
C 4.56 -1.95 -2.40
H -0.85 1.40 -0.18
H -0.37 -0.55 0.76
H 0.41 -0.51 -1.65
H -0.02 -2.51 -0.10
H 1.96 -1.42 0.87
H 1.93 1.39 1.06
H -0.11 3.01 0.13
H -0.34 3.04 0.30
H -2.40 1.37 1.18
H -2.02 -2.10 1.05
H 0.00 -2.50 -0.04
C -0.23 0.02 0.37
C 0.64 0.26 0.13
O -1.04 0.44 0.29
C 0.23 0.15 0.28
O -0.14 -1.32 -0.86
O 0.97 0.55 -0.03
C -0.52 0.17 0.20
H 0.10 0.10 -0.16
H -0.09 -0.07 -0.07
H 0.12 0.02 -0.23
H -0.42 -0.07 0.05
H -0.17 -0.20 0.15
H 0.17 -0.16 0.14
H 0.00 0.17 -0.13
H 0.37 -0.05 -0.10
C -0.33 0.31 0.11
C -0.29 -0.74 -0.15
O -0.13 0.86 0.90
C -0.48 -0.39 0.03
O 1.24 0.55 -1.05
O -0.19 -0.96 -0.01
C -0.15 0.44 0.37
H 0.12 -0.18 0.04
H 0.13 0.08 -0.01
H 0.19 -0.17 -0.01
H 0.02 0.38 0.13
H -0.07 0.28 -0.10
H -0.13 -0.03 -0.25
H 0.10 -0.13 0.17
H 0.05 -0.31 -0.20
C -0.24 0.02 0.38
C 0.65 0.26 0.13
O -1.06 0.45 0.30
C 0.25 0.13 0.27
O -0.16 -1.28 -0.87
O 0.96 0.57 -0.03
C -0.51 0.13 0.22
H 0.11 0.10 -0.16
H -0.09 -0.07 -0.07
H 0.12 0.03 -0.23
H -0.42 -0.07 0.05
H -0.17 -0.20 0.15
H 0.17 -0.16 0.13
H 0.00 0.18 -0.14
H 0.37 -0.04 -0.11
C -0.31 0.39 0.22
C -0.08 -0.77 -0.08
O -0.28 0.91 0.96
C -0.34 -0.38 -0.11
O 1.14 0.54 -0.96
O -0.26 -0.94 0.05
C -0.11 0.39 0.32
H 0.11 -0.13 -0.01
H 0.02 0.08 0.11
H 0.13 -0.17 -0.05
H 0.02 0.43 0.13
H -0.13 0.30 -0.07
H -0.14 -0.03 -0.24
H 0.09 -0.12 0.18
H 0.04 -0.32 -0.21

Results
**SMILES**: N=[PH2]N1c2ccccc2Sc2ccccc21.CCOC(=O)OC.CCOC(=O)OC.CCOC(=O)OC.CCOC(=O)OC
**F_max**: 5.51 eV Å⁻¹
**Orbital gap**: 7.813 eV
**Calculated total energy**: -2844.06791 hartree
**Lowest unoccupied orbital energy**: -0.2600 eV


Entry from the OMol25 dataset: a structure of composition H3NS2 at a distorted geometry (ωB97M-V/def2-TZVPD).

Each line ends with the Löwdin charge.
Geometry (Å):
N -0.067 0.459 0.283  -0.980
S -1.469 -0.398 0.097  0.615
S 1.343 -0.436 0.011  0.607
H -0.236 0.962 1.182  0.033
H -1.492 -0.226 -1.228  -0.145
H 1.835 -0.707 1.294  -0.129

Cartesian forces, eV/Å:
N 0.08 1.30 1.92
S -1.82 -1.09 -0.70
S 1.63 0.01 1.08
H 1.29 -0.21 -1.19
H -0.47 -0.11 -0.14
H -0.71 0.09 -0.98

Results
**F_max**: 2.32 eV Å⁻¹
**Orbital gap**: 9.449 eV
**Energy above the lowest of the compared OMol25 structures with the same formula, charge and spin**: 1.327 eV
**Calculated total energy**: -852.86569 hartree
**Lowest unoccupied orbital energy**: 0.4865 eV


Entry from the OMol25 dataset: a structure of composition C3H3Cl2O3 at a distorted geometry (ωB97M-V/def2-TZVPD).

Each line ends with the Löwdin charge.
Geometry (Å):
C 1.899 -0.465 -0.429  -0.811
C -0.776 -0.411 0.869  -0.055
C -1.542 0.174 -0.012  -0.876
O 1.462 -0.661 -1.506  0.049
O 2.472 -0.873 0.529  0.026
O -1.103 1.058 -0.903  -0.063
Cl -3.237 -0.197 -0.145  0.637
Cl 1.718 1.789 -0.058  0.039
H 0.197 -0.118 1.207  0.022
H -0.946 -1.259 1.475  0.046
H -0.144 0.964 -1.026  -0.014

Cartesian forces, eV/Å:
C 1.40 -1.13 0.42
C 0.93 -0.77 1.73
C 0.75 0.15 -0.50
O -0.58 0.44 -0.35
O -0.42 0.40 -0.14
O -1.46 0.33 -0.47
Cl -0.13 -0.01 -0.28
Cl 0.13 0.24 -0.11
H 0.51 0.94 -0.97
H -1.55 -0.82 0.33
H 0.43 0.23 0.33

Results
**Total charge**: -1
**F_max**: 2.11 eV Å⁻¹
**Orbital gap**: 8.681 eV
**Energy above the lowest of the compared OMol25 structures with the same formula, charge and spin**: 0.524 eV
**Calculated total energy**: -1262.31227 hartree
**Lowest unoccupied orbital energy**: 3.2251 eV


Entry from the OMol25 dataset: an isolated molecule of C7H7FN2O2 at a distorted geometry (ωB97M-V/def2-TZVPD).

Each line ends with the Löwdin charge.
Geometry (Å):
C -0.635 1.192 -1.391  -0.055
C -1.302 1.830 -0.254  -0.089
C 0.481 0.470 -1.322  0.011
C -2.281 1.293 0.481  -0.083
C 1.133 0.196 -0.029  -0.440
C -2.786 0.000 0.310  0.019
C 2.585 -1.432 1.140  -0.012
N 2.085 -0.783 -0.036  -0.077
N -3.106 -1.108 0.193  -0.120
O 0.909 0.806 0.998  0.082
O -3.505 -2.223 0.090  0.019
F 2.187 -1.598 -1.170  -0.002
H -1.096 1.359 -2.358  0.121
H -0.980 2.837 -0.037  0.121
H 0.923 0.044 -2.210  0.108
H -2.736 1.862 1.280  0.111
H 2.039 -2.359 1.342  0.100
H 3.645 -1.651 1.011  0.093
H 2.440 -0.737 1.964  0.094

Cartesian forces, eV/Å:
C 0.29 -0.29 -0.05
C -0.46 -0.06 0.37
C -0.28 0.08 -0.34
C 0.43 1.18 -0.05
C -0.08 -0.04 -0.17
C -0.21 -1.63 -0.35
C 0.15 -0.33 0.07
N 0.42 -0.09 -0.10
N 0.28 1.80 0.28
O 0.02 0.04 0.12
O -0.32 -1.29 -0.18
F -0.25 0.30 0.42
H 0.04 -0.03 -0.13
H -0.01 0.16 0.16
H -0.07 0.00 -0.06
H 0.06 0.13 0.04
H 0.01 0.07 -0.02
H -0.05 0.03 0.06
H 0.03 -0.02 -0.08

Results
**SMILES**: CN(F)C(=O)/C=C\C=C/C#[N+][O-]
**F_max**: 1.85 eV Å⁻¹
**Orbital gap**: 9.106 eV
**Energy above the lowest of the compared OMol25 structures with the same formula, charge and spin**: 1.949 eV
**Calculated total energy**: -630.59682 hartree
**Lowest unoccupied orbital energy**: 0.2619 eV


Entry from the OMol25 dataset: a structure of composition C7H9N at a distorted geometry (ωB97M-V/def2-TZVPD).

Each line ends with the Löwdin charge.
Geometry (Å):
C 0.713 0.689 -1.571  -0.205
C 1.729 0.215 -0.780  -0.086
C 1.571 -1.065 -0.281  -0.110
C 0.504 -1.890 -0.611  -0.049
C -0.446 -1.254 -1.439  -0.142
C -2.072 0.965 2.937  -0.186
C -1.374 2.045 2.729  -0.156
H 0.686 1.738 -1.921  0.115
H 2.704 0.762 -0.452  0.136
H 2.373 -1.261 0.435  0.102
H 0.095 -2.796 -0.114  0.112
H -1.282 -1.752 -1.797  0.081
H -3.272 0.387 2.786  0.146
H -1.689 0.452 3.817  0.014
H -1.776 2.985 2.241  0.055
H -0.148 1.843 2.972  0.128
N -0.207 -0.084 -1.983  0.045

Cartesian forces, eV/Å:
C 2.51 2.57 -0.21
C 1.85 0.47 1.15
C 1.42 -0.34 0.99
C -2.28 0.91 0.50
C 3.01 -0.68 0.12
C -4.18 -3.44 2.21
C 2.70 1.52 -1.19
H 0.20 -0.59 0.04
H -2.21 -0.62 -0.77
H -0.44 -0.98 -0.15
H 1.29 0.46 -0.27
H -1.57 -0.98 -0.44
H 3.53 2.94 -0.13
H 0.58 -1.18 -0.74
H 1.07 -1.30 0.10
H -3.68 1.46 -0.28
N -3.80 -0.21 -0.93

Results
**F_max**: 5.85 eV Å⁻¹
**Orbital gap**: 10.236 eV
**Energy above the lowest of the compared OMol25 structures with the same formula, charge and spin**: 4.266 eV
**Calculated total energy**: -326.73419 hartree
**Lowest unoccupied orbital energy**: 0.9306 eV


Entry from the OMol25 dataset: an isolated molecule of CH2O2S at a distorted geometry (ωB97M-V/def2-TZVPD).

Each line ends with the Löwdin charge.
Geometry (Å):
C -0.121 -0.012 -0.029  -1.055
H 0.622 -1.869 -0.001  0.097
H -0.276 1.726 0.257  0.068
O 0.881 -0.959 -0.057  0.032
O 0.494 1.249 -0.103  -0.017
S -1.599 -0.136 -0.067  0.875

Cartesian forces, eV/Å:
C 9.21 0.62 -0.83
H -1.00 -0.50 0.01
H 0.64 0.85 -0.47
O -0.10 2.39 0.09
O -0.91 -1.89 1.02
S -7.85 -1.47 0.18

Results
**SMILES**: OC(O)=S
**F_max**: 9.27 eV Å⁻¹
**Orbital gap**: 10.253 eV
**Energy above the lowest of the compared OMol25 structures with the same formula, charge and spin**: 1.191 eV
**Calculated total energy**: -587.94302 hartree
**Lowest unoccupied orbital energy**: 0.5643 eV


Look up the F_max of the seventh one.
5.85 eV Å⁻¹


Among the records above, which one has the lowest F_max?
Br2Ti